(1)
The following is a quantum chemistry calculation of a cluster of 40 separate species, H80O40 in total, from the Open Molecules 2025 dataset.

Geometry as XYZ:
```
120
Properties=species:S:1:pos:R:3:forces:R:3
H -1.10262 4.84477 -3.52003 0.6 -1.0 -0.5
H 0.19706 5.79042 -3.69753 0.5 -1.0 0.0
O -0.73958 5.71709 -3.56723 -1.2 1.8 0.4
H 1.26488 3.53069 -5.89345 0.0 0.0 0.1
H 0.25835 2.49397 -5.38003 0.6 -0.1 0.0
O 0.32510 3.33572 -5.83187 -0.2 0.0 -0.3
H 2.65304 -0.49033 5.66029 -0.2 0.2 0.0
H 1.57296 -1.06912 4.75125 -1.0 0.5 0.0
O 2.45154 -1.21566 5.06509 1.2 -0.1 0.6
H -4.64461 -1.69489 2.02510 0.1 0.2 0.5
H -5.68899 -1.66661 0.96896 -0.2 -0.2 0.0
O -5.48773 -2.09794 1.80780 -0.1 0.0 -0.5
H 0.37859 -2.73321 -2.12007 -0.6 1.0 -1.2
H -0.72679 -3.07030 -3.21757 0.1 -0.1 0.0
O -0.54259 -2.54773 -2.43049 0.0 -0.3 0.3
H 6.31235 2.16942 1.87237 0.1 -0.1 0.2
O 5.66643 1.62538 1.42325 -0.4 1.6 -1.2
H 2.83384 4.66659 -3.63213 0.0 0.1 0.0
O 1.98971 4.43748 -3.22846 0.3 -0.1 0.0
H 0.63070 1.63884 4.59875 -0.4 0.9 0.2
H -0.21169 1.61333 6.03061 0.1 1.2 -0.2
O 0.28962 1.17336 5.35376 0.5 -2.1 0.3
H -1.61245 -4.44680 2.75456 0.2 0.0 0.4
H -1.72419 -4.92262 4.21117 0.2 0.0 0.1
O -2.24066 -4.75893 3.42303 -0.4 0.0 -0.3
H -0.17505 -0.63668 -4.04856 -0.5 -0.7 0.9
H 0.23364 -0.08591 -5.27541 0.2 -0.5 -1.0
O 0.09453 -0.97326 -4.90904 0.1 1.4 0.1
H -0.30251 2.35745 1.74140 -0.2 1.1 -0.2
H -0.04602 3.04987 3.19259 -0.7 0.9 -0.5
O -0.09739 2.25597 2.66507 1.0 -1.5 0.7
H 2.48575 1.47606 -1.98676 -1.0 -0.5 0.7
O 2.11897 1.25013 -2.83784 1.3 0.8 -2.4
H -6.84358 0.93411 -0.04037 -0.4 -0.2 0.1
H -6.01548 1.71821 0.87328 -0.1 0.1 0.4
O -6.80971 1.16893 0.89345 0.4 0.2 -0.5
H 2.76901 0.78140 1.90798 -0.4 0.2 -0.4
H 1.56242 1.41118 2.74354 0.0 -0.1 -0.6
O 2.42969 0.97533 2.77970 0.4 -0.3 0.7
H 3.44414 -2.58052 1.01272 0.1 0.1 0.2
H 3.64645 -2.20041 -0.42413 0.2 -0.1 -0.3
O 4.07416 -2.69139 0.28972 -0.5 0.7 0.1
H 3.74734 2.34038 -0.89492 0.7 0.0 0.2
H 3.74242 1.77158 0.55595 1.0 0.3 0.0
O 3.22622 2.24626 -0.09904 -1.2 0.0 -0.1
H -2.02824 4.33484 -1.69792 0.2 0.3 -0.2
H -3.38885 3.67134 -1.97177 -0.1 0.1 -0.4
O -2.78277 3.92860 -1.27578 -0.3 -0.3 0.5
H 2.37841 -1.77828 -2.52545 0.4 0.8 -0.4
H 1.41248 -0.97531 -1.44009 0.5 0.9 -0.3
O 1.75822 -1.79415 -1.80949 0.2 -1.8 1.1
H 0.43787 -3.92261 -1.12226 0.3 0.2 0.1
O 0.29918 -4.68061 -0.55700 -0.3 0.0 0.0
H 4.22938 -4.09857 -0.98268 -0.7 0.0 0.4
H 2.77112 -4.14388 -1.68277 0.1 -0.2 0.8
O 3.72131 -4.15244 -1.79337 0.5 -0.3 -1.9
H 0.89412 -3.52954 2.56715 0.1 0.0 -0.7
O 0.03386 -3.63085 2.12071 -0.5 -0.1 1.0
H -0.04870 -1.15787 0.72602 0.8 1.1 -0.6
H -1.30805 -0.14859 0.31950 0.2 1.0 -0.5
O -0.97059 -0.98215 0.61210 -1.5 -2.2 -0.5
H -3.58922 2.40248 -4.19661 -0.5 -0.8 0.5
H -3.41768 0.90466 -4.10699 0.1 -0.3 0.0
O -4.00026 1.60781 -3.80043 -0.6 0.5 -0.2
H 3.63488 -4.93557 1.67810 -0.1 -0.1 0.1
H 4.68476 -3.87713 1.43340 0.1 -0.7 0.1
O 4.50837 -4.66505 1.97157 0.4 0.1 0.0
H 2.05884 5.28646 3.95922 0.1 -0.1 -0.4
H 1.49329 3.99473 3.29339 0.8 0.4 -0.5
O 1.44584 4.55665 4.06527 -0.6 -0.3 0.7
H 5.05927 -1.67962 2.50517 -0.5 -0.1 1.0
H 3.88147 -0.50202 2.86361 0.6 -0.8 0.9
O 4.52687 -0.91929 2.27640 -0.1 1.3 -1.3
H -2.88253 -1.32124 3.07741 0.4 0.2 0.3
H -3.85770 -1.10256 4.21109 0.0 0.2 0.1
O -3.47994 -0.65738 3.44559 -0.2 -0.2 -0.5
H -3.03578 -2.19661 -1.60147 0.9 -0.4 0.6
H -2.87297 -3.86463 -1.51584 0.9 0.6 0.6
O -3.33799 -3.08137 -1.78130 -2.1 -0.3 -1.3
H -5.23251 -0.52130 -2.63072 0.7 -0.1 0.1
H -6.20546 -0.23217 -1.60575 0.0 -0.1 0.5
O -5.27100 -0.46654 -1.66467 -0.6 0.2 -0.6
H -2.16021 0.44869 -2.16678 -0.4 -0.2 0.2
H -1.08101 -0.71569 -2.28391 -0.6 -0.1 0.3
O -1.32025 0.19228 -2.53697 1.5 0.0 -0.8
H -2.07643 -1.49886 -4.78805 0.3 0.4 0.3
H -3.50343 -1.45704 -5.14870 -0.4 0.2 0.1
O -2.88322 -1.02257 -4.55134 -0.1 -0.5 -0.6
H -0.99533 2.42028 -3.67775 -0.1 -0.2 1.0
O -1.80903 2.78321 -4.03784 1.4 0.3 -0.7
H -1.24768 -1.47902 5.91709 -0.2 -0.1 0.0
H -1.22805 0.00120 5.66427 -0.2 -0.2 -0.3
O -1.79829 -0.69640 6.01524 0.2 0.0 0.3
H -0.59449 -4.90663 -0.84320 0.0 -0.4 0.3
H 5.66277 0.76103 1.77630 0.1 -1.7 0.9
H 0.04754 -3.66244 1.17449 0.8 -0.6 -0.9
H 2.10639 3.51370 -2.96582 -0.2 -0.1 -0.1
H 1.23145 0.90407 -2.85082 -0.2 0.0 1.2
H -1.54313 2.75712 -4.96849 -0.6 0.7 -0.2
O -2.76242 2.05334 2.26580 0.6 0.2 -0.2
H -2.13629 1.39913 2.59077 0.1 -0.2 0.7
H -3.53175 1.51522 2.10815 -0.7 -0.4 0.1
O 2.09478 5.72303 1.21248 0.0 -0.7 0.5
H 1.62150 6.50947 1.48973 0.1 0.2 -0.4
H 2.52664 5.86178 0.36803 -0.2 0.4 -0.1
O -0.67574 -1.31933 3.02772 0.1 0.8 1.1
H -0.64623 -1.75387 2.17262 -0.5 -0.3 0.4
H 0.22656 -1.40903 3.32485 0.2 -0.2 0.3
O 0.99752 0.47647 -0.67593 -0.6 0.8 1.5
H 0.08307 0.72575 -0.47731 -0.6 -0.3 -0.9
H 1.41507 1.10965 -0.07080 1.0 -0.2 -0.4
O 2.45174 -3.07049 3.39711 0.1 0.3 -0.3
H 2.53052 -3.48991 4.26100 0.0 -0.2 -0.1
H 2.85684 -2.19656 3.57131 -0.3 -0.6 -0.1
O 1.73544 -3.17645 -5.09279 0.3 1.2 0.8
H 2.56446 -2.93351 -4.65573 0.3 -0.8 -0.3
H 1.29560 -2.31095 -4.94930 -0.5 -0.6 -0.6
O -1.97392 1.52339 -0.29243 2.0 -2.3 0.4
H -2.49406 2.06879 -0.86455 -0.4 1.5 0.2
H -1.89349 1.78930 0.63185 -1.5 1.0 -0.1
```
Forces are in eV/Å.

Results
HOMO level = -10.044 eV
Spin multiplicity = 1
Energy above the lowest of the compared OMol25 structures with the same formula, charge and spin = 805.3 kJ/mol
Net charge = 0

(2)
The following is a quantum chemistry calculation of a cluster of 3 separate species, C23H40F6O8S in total, from the Open Molecules 2025 dataset.

Geometry as XYZ:
```
78
Properties=species:S:1:pos:R:3:forces:R:3
C -6.26857 -4.22094 1.10156 0.0 -0.1 0.3
C -4.96332 -4.00679 0.30779 -0.6 -0.2 -0.2
S -3.73900 -3.09282 1.29385 0.1 0.3 0.3
C -2.78593 -2.13548 0.05751 -1.0 -1.2 -0.4
O -1.39899 -2.13729 0.34274 0.4 -0.3 -1.2
C -0.98133 -1.03671 0.95442 1.6 -0.7 -0.2
O -1.65936 -0.38370 1.63544 -2.6 2.1 2.0
O 0.30989 -0.72597 0.78787 1.0 -0.8 -1.0
C 0.47848 0.26734 -0.25706 -0.9 0.4 0.4
C 1.29882 1.46075 0.21038 0.5 0.3 -0.7
C 2.73246 1.53055 -0.36034 0.0 0.4 0.8
C 3.82673 1.20428 0.68044 -0.1 -0.1 -0.9
C 4.41665 2.45486 1.32091 0.3 -0.4 0.2
C 5.36393 2.15068 2.48132 -0.2 0.6 0.2
C 6.28351 3.32016 2.81870 0.3 -0.1 0.5
C 7.07651 3.09698 4.10917 0.9 0.1 -0.2
C 8.26534 4.07371 4.25169 -0.7 0.3 0.4
C 7.93645 5.29985 5.13591 0.8 -0.4 0.0
O 8.53055 6.48236 4.62724 -0.8 0.1 0.2
C 7.65322 7.27418 3.83946 0.4 -0.1 -0.2
H -6.36641 -5.25262 1.43624 0.1 -0.1 0.0
H -6.29464 -3.61650 2.00730 -0.1 0.2 -0.1
H -7.15442 -4.00791 0.49976 0.3 0.1 0.2
H -5.22241 -3.47157 -0.60483 0.3 0.2 0.0
H -4.60352 -4.99428 0.02962 0.4 0.1 -0.2
H -2.91495 -2.66603 -0.88482 0.2 -0.1 0.0
H -3.20430 -1.14418 -0.07965 0.3 0.3 0.4
H 0.84206 -0.18561 -1.18065 0.3 -0.2 0.2
H -0.52536 0.64095 -0.47974 0.0 0.0 -0.1
H 0.76965 2.35407 -0.12595 -0.1 0.0 0.0
H 1.32821 1.54933 1.29512 -0.2 -0.3 0.1
H 2.90389 2.55986 -0.68448 0.1 0.0 -0.2
H 2.82811 0.91218 -1.24889 0.0 -0.2 0.0
H 3.43134 0.49146 1.40691 0.1 0.0 0.1
H 4.63061 0.71459 0.12435 0.1 -0.2 0.3
H 4.99175 2.97012 0.54577 -0.2 0.2 0.0
H 3.63295 3.12728 1.68068 0.0 0.1 -0.1
H 5.98466 1.27880 2.26763 -0.1 -0.1 0.0
H 4.77385 1.94937 3.37988 0.0 -0.3 0.0
H 7.02215 3.45362 2.02412 -0.2 0.1 -0.2
H 5.73075 4.25713 2.93583 -0.1 0.0 -0.3
H 7.50288 2.09130 4.09184 -0.3 -0.2 0.1
H 6.46242 3.19586 5.00788 -0.2 -0.2 -0.1
H 9.10737 3.56496 4.71810 0.1 0.0 -0.2
H 8.57466 4.45099 3.27581 0.1 -0.1 0.0
H 8.38833 5.15169 6.11938 -0.1 0.0 0.1
H 6.86047 5.40197 5.31202 0.0 0.2 -0.3
H 7.95502 7.21172 2.79003 0.0 0.2 0.0
H 6.60755 6.96131 3.89392 0.0 -0.1 0.2
H 7.72587 8.30115 4.19588 0.0 0.1 -0.2
C 2.88454 -2.09723 -6.37170 0.2 0.3 -0.1
C 1.95970 -1.58507 -5.28845 -0.1 -0.6 -0.3
O 2.51641 -0.42807 -4.63676 0.0 0.4 0.2
C 2.34580 0.73526 -5.25966 -0.3 -0.7 -0.2
O 1.77992 0.90030 -6.30003 0.1 0.3 0.2
C 2.95066 1.86582 -4.41522 0.5 0.8 0.4
F 4.16590 1.54061 -3.93928 -0.3 -0.1 -0.2
F 2.16324 2.13912 -3.35660 0.0 -0.2 -0.4
F 3.08846 2.99085 -5.12086 -0.2 -0.4 0.0
H 3.87797 -2.29093 -5.96518 -0.1 -0.1 0.1
H 2.49339 -3.01832 -6.80273 0.0 0.0 0.0
H 2.99884 -1.36359 -7.16968 -0.1 0.0 0.0
H 1.83981 -2.33891 -4.51237 0.1 0.2 0.2
H 0.96776 -1.36019 -5.67939 0.1 0.2 0.0
C -13.46180 -4.73595 -0.52670 0.2 -0.3 -0.1
C -12.44579 -3.62207 -0.66247 -0.6 0.2 0.1
O -11.10302 -4.12958 -0.55052 0.4 0.0 -0.1
C -10.58527 -4.66532 -1.65131 -0.7 0.4 0.1
O -11.13050 -4.76368 -2.71107 0.3 -0.1 0.0
C -9.14147 -5.11084 -1.37905 1.0 -0.5 0.2
F -9.02797 -5.76605 -0.21076 -0.2 0.2 -0.2
F -8.31335 -4.04476 -1.32581 -0.5 -0.1 -0.2
F -8.68366 -5.92744 -2.33073 -0.3 0.3 0.0
H -13.30450 -5.28482 0.40265 0.0 0.1 0.1
H -14.47354 -4.33157 -0.53132 0.0 0.0 0.0
H -13.37194 -5.45134 -1.34414 0.0 0.1 -0.1
H -12.56532 -2.90640 0.14877 0.3 -0.1 0.1
H -12.56887 -3.07687 -1.59775 0.2 -0.1 -0.1
```
Forces are in eV/Å.

Results
SMILES = CCSCOC(=O)OCCCCCCCCCCOC.CCOC(=O)C(F)(F)F.CCOC(=O)C(F)(F)F
HOMO level = -8.684 eV
Spin multiplicity = 1
Energy above the lowest of the compared OMol25 structures with the same formula, charge and spin = 42.1 kJ/mol
Net charge = 0

(3)
The following is a quantum chemistry calculation of the ion C2H3ClO2PS with charge -1, from the Open Molecules 2025 dataset.

Geometry as XYZ:
```
10
Properties=species:S:1:pos:R:3:forces:R:3
C -1.82749 -0.06822 -0.28388 -1.0 0.4 0.5
C -0.93650 -0.91545 0.23588 -0.5 2.4 0.2
S 0.18150 -0.20982 1.44168 0.3 -0.5 -0.6
P 1.74267 0.41738 -0.00060 -0.2 -2.2 -2.2
O 1.12412 0.92092 -1.27574 0.3 -0.1 1.5
O 2.78577 -0.65897 -0.04803 -0.7 0.8 0.3
Cl 2.47264 1.92220 1.10016 0.5 1.2 0.8
H -2.48485 -0.49359 -1.02161 -0.3 0.0 -0.5
H -2.11088 0.98763 0.02944 1.1 -1.5 -0.3
H -0.94699 -1.90208 -0.17731 0.6 -0.6 0.2
```
Forces are in eV/Å.

Results
SMILES = C=CS[P@](=O)([O-])Cl
HOMO level = -4.879 eV
Spin multiplicity = 1
Energy above the lowest of the compared OMol25 structures with the same formula, charge and spin = 0.0 kJ/mol
Net charge = -1

no.,maximum force (eV/A)
1,3.07
2,3.91
3,3.11